10
Properties=species:S:1:pos:R:3:forces:R:3 method="wB97M-V/def2-TZVPD" relative_energy_ev=4.684 e_lumo_ha=0.0325 e_homo_ha=-0.3403 homo_lumo_gap_ev=10.14
C 1.154 0.936 -0.686 1.8770 -4.4800 0.0491
O -0.133 0.563 -0.466 -3.1764 -0.6244 -0.0924
O -0.390 -0.901 -0.697 0.7470 1.6909 -0.0305
P -0.672 -1.144 0.897 0.8882 -2.9387 1.0192
S -2.674 -0.936 1.227 -1.1267 0.6223 0.6736
H 1.820 0.742 0.143 0.1089 0.0993 0.8226
H 1.067 1.922 -0.865 0.2941 3.4164 -1.2038
H 1.527 0.240 -1.447 0.2820 0.9934 -0.6647
H -0.835 -2.623 0.725 0.4530 1.2422 -0.1354
H -2.419 -0.161 2.311 -0.3472 -0.0213 -0.4379